[1]
{"formula": "C4H6N2", "method": "ωB97M-V/def2-TZVPD", "species": ["N", "C", "C", "N", "C", "C", "H", "H", "H", "H", "H", "H"], "xyz": [[-1.900, -0.230, -0.084], [-0.438, -0.026, -0.017], [0.364, 1.084, 0.144], [1.622, 0.549, 0.116], [1.545, -0.829, -0.056], [0.236, -1.259, -0.148], [-2.381, 0.176, -0.889], [-2.428, -0.030, 0.769], [0.203, 2.148, 0.269], [2.472, 1.085, 0.203], [2.472, -1.392, -0.097], [-1.766, -1.275, -0.210]], "mulliken_charge": [-0.243, 0.718, -1.064, 0.047, -0.569, -0.960, 0.366, 0.366, 0.361, 0.188, 0.373, 0.415], "spin_multiplicity": 1, "lumo_energy_ha": 0.0138}

[2]
{"formula": "C4H6N2", "method": "ωB97M-V/def2-TZVPD", "species": ["C", "C", "N", "C", "C", "N", "H", "H", "H", "H", "H", "H"], "xyz": [[-1.121, 0.862, -0.195], [-0.505, -0.448, 0.253], [-0.026, -1.423, -0.714], [0.960, -0.720, 0.109], [1.777, 0.309, -0.500], [2.392, 1.147, -1.010], [-0.379, 1.564, -0.589], [-1.868, 0.683, -0.972], [-1.620, 1.345, 0.650], [-0.971, -0.919, 1.117], [-0.047, -1.035, -1.655], [1.481, -1.340, 0.833]], "mulliken_charge": [-1.224, 0.216, -0.586, -0.138, 0.171, -0.438, 0.367, 0.290, 0.315, 0.378, 0.296, 0.354], "spin_multiplicity": 1, "smiles": "C[C@H]1N[C@H]1C#N", "lumo_energy_ha": 0.0371}

[3]
{"formula": "C4H6N2", "method": "ωB97M-V/def2-TZVPD", "species": ["C", "C", "C", "N", "C", "N", "H", "H", "H", "H", "H", "H"], "xyz": [[-0.030, 0.532, 1.392], [-0.088, 0.127, -0.068], [1.033, 0.480, -0.969], [0.561, -1.172, -0.347], [-1.447, 0.146, -0.621], [-2.506, 0.212, -1.081], [-0.391, 1.558, 1.501], [1.012, 0.500, 1.718], [-0.631, -0.129, 2.023], [0.683, 0.403, -2.009], [1.580, -1.039, -0.365], [0.179, -1.693, -1.130]], "mulliken_charge": [-1.468, 1.396, -0.725, -0.572, -0.148, -0.441, 0.332, 0.373, 0.326, 0.269, 0.350, 0.307], "spin_multiplicity": 1, "lumo_energy_ha": 0.0254}

Calculated values (eV) of HOMO level for the records, taken in order: -7.209, -10.145, -9.134.
Calculated values (hartree) of E_tot for the records, taken in order: -265.39882, -265.47876, -265.37903.
Calculated values (eV) of ΔE to the lowest compared entry with this formula, charge and spin for the records, taken in order: 3.7213, 1.5458, 4.2598.